1.
{
  "formula": "C24H25MnN4O4",
  "method": "ωB97M-V/def2-TZVPD",
  "charge": 2,
  "multiplicity": 5,
  "gap_ev": [5.10, 5.88],
  "homo_energy_ev": [-13.4, -13.4],
  "e_tot_ha": -2600.0415,
  "e_above_lowest_ev": 1.644,
  "symbols": ["Mn", "C", "C", "N", "C", "C", "C", "C", "C", "C", "C", "C", "C", "N", "C", "H", "H", "H", "H", "H", "H", "H", "H", "O", "C", "O", "C", "C", "C", "C", "O", "C", "O", "C", "C", "H", "H", "H", "H", "H", "C", "C", "C", "C", "N", "N", "H", "H", "H", "H", "H", "H", "H", "H", "H", "H", "H", "H"],
  "coordinates": [[-0.697904, -0.110858, 0.122058], [-2.064129, -3.520549, -2.096383], [-2.044508, -2.400840, -1.266701], [-0.936389, -1.687262, -1.077437], [0.220139, -2.081020, -1.679672], [0.284587, -3.181445, -2.530616], [-0.907031, -3.902380, -2.735686], [1.551270, -3.529221, -3.116389], [2.665647, -2.826549, -2.818439], [2.622090, -1.716201, -1.904820], [3.757998, -0.984829, -1.497081], [3.621696, 0.023620, -0.577601], [2.353717, 0.321996, -0.064778], [1.269180, -0.325415, -0.459082], [1.400977, -1.343536, -1.355089], [-2.984910, -4.072281, -2.221113], [-2.936531, -2.077910, -0.743084], [-0.903322, -4.769042, -3.385775], [1.596429, -4.375747, -3.788726], [3.618691, -3.100977, -3.251377], [4.732349, -1.236230, -1.897855], [4.474678, 0.587413, -0.227968], [2.226016, 1.092127, 0.685050], [-0.645033, 1.454288, 3.721084], [-0.480436, 1.753300, 2.586329], [-0.514996, 0.692179, 1.650541], [-0.242869, 3.088002, 2.019808], [-0.655379, 4.175746, 2.774961], [-0.490441, 5.486050, 2.313699], [0.118465, 5.640057, 1.094239], [0.399172, 6.788333, 0.442716], [1.117433, 6.430685, -0.744898], [1.119850, 4.988545, -0.816506], [0.551194, 4.554349, 0.337088], [0.383588, 3.267833, 0.765734], [-1.112624, 3.997328, 3.738810], [-0.815930, 6.338203, 2.893275], [2.142653, 6.790355, -0.672007], [0.600708, 6.831600, -1.613479], [0.761952, 2.439107, 0.181735], [-4.988225, 0.903526, -0.175886], [-3.793665, 1.796235, -0.493250], [-3.498053, 2.734261, 0.667432], [-4.007847, 2.561042, -1.796017], [-2.645206, 0.835215, -0.654038], [-1.410264, 1.419742, -1.146112], [-5.858653, 1.517111, 0.048911], [-4.787350, 0.273734, 0.692517], [-5.247923, 0.267764, -1.027133], [-4.385004, 3.333021, 0.873146], [-2.688800, 3.438151, 0.451551], [-3.250377, 2.178470, 1.573002], [-4.949530, 3.106895, -1.744313], [-4.074122, 1.885670, -2.654253], [-3.223406, 3.297534, -1.981494], [-2.923019, 0.164313, -1.366322], [-1.284046, 2.319393, -0.682402], [-1.404849, 1.578417, -2.150889]],
  "atomic_forces_ev_per_a": [[-0.1, 0.4, 0.1], [0.0, 0.0, 0.0], [0.1, 0.0, -0.1], [-0.1, -0.3, -0.1], [0.0, 0.1, 0.1], [0.1, 0.0, 0.0], [0.0, 0.0, 0.0], [-0.1, 0.0, 0.0], [0.0, 0.0, 0.0], [0.1, 0.0, -0.1], [0.0, 0.0, 0.0], [-0.1, 0.0, 0.0], [0.1, 0.0, 0.0], [-0.2, -0.3, 0.2], [-0.1, 0.0, 0.0], [0.0, 0.0, 0.0], [0.0, 0.0, 0.0], [0.0, 0.0, 0.0], [0.0, 0.0, 0.0], [0.0, 0.0, 0.0], [0.0, 0.0, 0.0], [0.0, 0.0, 0.0], [0.0, -0.1, 0.0], [-0.1, 0.2, 0.0], [0.1, -0.7, -0.3], [0.2, 0.4, 0.3], [0.0, 0.1, -0.1], [0.0, 0.1, 0.0], [0.0, -0.1, 0.1], [0.0, 0.2, 0.0], [0.0, -0.1, -0.1], [-0.1, -0.1, 0.1], [0.0, 0.1, 0.0], [0.0, 0.0, -0.1], [-0.1, 0.0, 0.0], [0.0, 0.0, 0.0], [0.0, 0.0, 0.0], [0.0, 0.0, 0.0], [0.0, 0.0, 0.0], [0.0, 0.1, 0.0], [0.0, 0.0, 0.0], [-0.1, -0.1, 0.2], [0.0, 0.0, 0.0], [0.0, 0.0, 0.0], [0.5, -0.3, -0.2], [-0.1, 0.4, -0.2], [0.0, 0.0, 0.0], [0.0, 0.0, 0.0], [0.0, 0.0, 0.0], [0.0, 0.0, 0.0], [0.0, 0.0, 0.0], [0.0, 0.0, 0.0], [0.0, 0.0, 0.0], [0.0, 0.0, 0.0], [0.0, 0.0, 0.0], [-0.1, 0.0, -0.1], [0.0, 0.0, 0.0], [-0.1, 0.0, 0.0]],
  "nbo_charge": [1.660, -0.238, 0.103, -0.566, 0.153, -0.063, -0.046, -0.158, -0.148, -0.078, -0.058, -0.231, 0.115, -0.544, 0.223, 0.267, 0.227, 0.256, 0.253, 0.253, 0.254, 0.265, 0.237, -0.470, 0.791, -0.770, -0.219, -0.128, -0.243, 0.274, -0.446, 0.229, -0.488, 0.302, -0.316, 0.255, 0.259, 0.184, 0.186, 0.199, -0.625, 0.117, -0.638, -0.644, -0.495, -0.730, 0.253, 0.228, 0.213, 0.254, 0.211, 0.229, 0.259, 0.214, 0.215, 0.378, 0.420, 0.402]
}

=====

2.
{
  "formula": "C3H2N2O2",
  "method": "ωB97M-V/def2-TZVPD",
  "smiles": "[H]/N=C(/C#N)OC=O",
  "gap_ev": 9.78,
  "homo_energy_ev": -10.8,
  "e_tot_ha": -375.3783,
  "e_above_lowest_ev": 3.626,
  "symbols": ["N", "C", "O", "C", "O", "C", "N", "H", "H"],
  "coordinates": [[-2.000583, -1.191545, 0.196629], [-1.009180, -0.430988, 0.114997], [0.464181, -0.569454, -0.542058], [1.394394, 0.424707, -0.183426], [1.986399, 0.783606, -1.159503], [-0.823264, 0.956050, 0.445769], [0.028374, 1.750626, 0.395735], [-1.842253, -2.150552, -0.116815], [1.801933, 0.427547, 0.848674]],
  "atomic_forces_ev_per_a": [[1.8, 0.7, -0.1], [2.0, -0.6, -1.2], [-3.9, -1.5, 2.0], [1.9, -2.4, -2.1], [0.4, 1.0, 0.8], [1.0, 1.1, 0.0], [-2.7, 1.4, 1.1], [0.1, 0.2, -0.1], [-0.6, 0.1, -0.4]],
  "nbo_charge": [-0.557, 0.466, -0.552, 0.590, -0.493, 0.245, -0.254, 0.391, 0.164]
}

=====

3.
{
  "formula": "C5H8O3",
  "method": "ωB97M-V/def2-TZVPD",
  "smiles": "CC1(CO)OC=CO1",
  "gap_ev": 8.76,
  "homo_energy_ev": -7.9,
  "e_tot_ha": -420.9599,
  "e_above_lowest_ev": 2.617,
  "symbols": ["C", "C", "C", "C", "C", "H", "H", "H", "H", "H", "H", "H", "H", "O", "O", "O"],
  "coordinates": [[-0.242111, 1.878680, -0.350881], [-0.211564, 0.525326, 0.004551], [-1.540278, -0.051505, 0.355704], [1.408309, -0.833518, -0.658689], [1.754382, -0.467645, 0.567569], [-0.546012, 2.055139, -1.380729], [-0.978254, 2.411587, 0.258722], [0.768595, 2.362207, -0.353067], [-2.242277, 0.654020, -0.227550], [-1.588446, 0.181671, 1.493424], [-1.951620, -1.529110, -0.763352], [1.865436, -1.500461, -1.438662], [2.636415, -0.772279, 1.160610], [-1.659930, -1.407941, 0.150148], [0.300200, -0.186985, -1.067741], [0.737696, 0.323576, 1.135228]],
  "atomic_forces_ev_per_a": [[0.3, 4.9, -1.0], [1.5, -2.8, 1.4], [-1.0, 2.5, 2.0], [1.7, -0.9, -0.9], [0.1, -0.6, 0.6], [-0.4, -0.5, -0.1], [0.4, 0.3, 0.2], [-0.8, -0.4, 0.6], [0.2, -1.5, 0.9], [-0.6, -0.5, -1.8], [0.2, -0.2, 0.2], [-0.3, 0.9, 1.3], [-1.0, 0.4, -0.3], [-0.6, -0.4, -0.4], [-0.2, -0.8, -1.6], [0.5, -0.4, -1.0]],
  "nbo_charge": [-0.654, 0.456, -0.091, 0.033, 0.005, 0.234, 0.219, 0.240, 0.162, 0.199, 0.476, 0.216, 0.218, -0.689, -0.509, -0.517]
}

=====

4.
{
  "formula": "H2NO4P",
  "method": "ωB97M-V/def2-TZVPD",
  "gap_ev": 9.67,
  "homo_energy_ev": -10.3,
  "e_tot_ha": -698.1890,
  "e_above_lowest_ev": 2.406,
  "symbols": ["N", "O", "O", "O", "O", "P", "H", "H"],
  "coordinates": [[0.853869, -0.668208, 0.456827], [0.243661, -1.495434, 1.068024], [2.148194, -0.785626, -0.059310], [-1.350265, 0.742042, 0.728621], [-0.543629, 0.233498, -1.474752], [0.048939, 0.908781, -0.091605], [-1.491410, 0.857202, 1.641908], [0.090641, 0.207744, -2.269713]],
  "atomic_forces_ev_per_a": [[4.7, -1.2, -1.9], [1.0, 0.2, -0.2], [-5.9, 0.4, 2.4], [0.6, -0.4, -2.7], [1.4, 0.3, -0.8], [-1.0, 0.0, -0.4], [0.3, 0.4, 1.7], [-1.2, 0.3, 2.0]],
  "nbo_charge": [0.231, -0.283, -0.473, -1.000, -0.987, 1.460, 0.524, 0.528]
}

=====

5.
{
  "formula": "C3H9OS",
  "method": "ωB97M-V/def2-TZVPD",
  "charge": -1,
  "gap_ev": 6.77,
  "homo_energy_ev": -2.7,
  "e_tot_ha": -593.1254,
  "e_above_lowest_ev": 1.291,
  "symbols": ["C", "S", "H", "H", "H", "C", "O", "C", "H", "H", "H", "H", "H", "H"],
  "coordinates": [[-2.934223, -0.562062, 0.997584], [-1.869034, -0.698840, -0.526967], [-3.565095, 0.299561, 1.104640], [-3.686031, -1.383711, 0.923493], [-2.545113, -0.801770, 1.948969], [1.589063, 0.474721, -1.097781], [0.507135, 1.448511, -0.987161], [2.222862, 0.024383, 0.222310], [1.305250, -0.390808, -1.601772], [2.449220, 0.834335, -1.778697], [-0.335053, 0.982316, -0.817008], [1.398837, -0.331686, 0.883594], [2.864495, -0.847795, -0.056725], [2.597681, 0.952851, 0.785521]],
  "atomic_forces_ev_per_a": [[-1.3, -1.7, -1.6], [-0.3, 0.3, 0.9], [0.0, 0.9, -0.2], [0.2, 0.3, -0.3], [1.4, 0.1, 1.1], [0.8, 2.1, 0.1], [2.2, -0.5, -0.3], [-1.3, 1.0, 0.6], [-1.2, -1.6, -0.8], [-1.4, 0.3, 0.9], [-0.2, -0.7, 0.2], [0.5, -0.1, -0.5], [0.2, 1.0, 0.8], [0.4, -1.6, -0.9]],
  "nbo_charge": [-0.724, -0.720, 0.170, 0.170, 0.168, -0.048, -0.790, -0.652, 0.165, 0.130, 0.509, 0.228, 0.198, 0.196]
}

=====

6.
{
  "formula": "C5H8O",
  "method": "ωB97M-V/def2-TZVPD",
  "smiles": "C1=COC=CC1.[H][H]",
  "gap_ev": 9.89,
  "homo_energy_ev": -8.7,
  "e_tot_ha": -270.4641,
  "e_above_lowest_ev": 2.553,
  "symbols": ["C", "C", "C", "O", "C", "C", "H", "H", "H", "H", "H", "H", "H", "H"],
  "coordinates": [[1.339613, 0.302236, -0.651499], [0.688958, 1.067510, 0.472854], [-0.637258, 1.154233, 0.439918], [-1.381028, 0.431074, -0.467121], [-0.814512, -0.772306, -0.827494], [0.504535, -0.937608, -0.847238], [1.286050, 0.910129, -1.567702], [2.394889, 0.088094, -0.474127], [1.265044, 1.491024, 1.287093], [-1.263653, 1.734905, 1.108519], [-1.427316, -0.722435, 1.949745], [-1.563566, -1.529011, -1.034188], [-1.444599, -1.361727, 1.572398], [0.952468, -1.918224, -0.956277]],
  "atomic_forces_ev_per_a": [[0.1, 0.0, 0.0], [-0.2, 0.1, 0.0], [0.2, 0.1, 0.1], [0.0, 0.0, -0.1], [0.2, -0.2, -0.1], [-0.2, 0.0, -0.1], [0.1, -0.1, 0.1], [-0.2, 0.0, 0.1], [-0.1, 0.2, -0.2], [0.1, -0.1, -0.1], [-0.1, -0.1, 0.1], [0.1, 0.1, 0.1], [0.0, 0.0, 0.2], [-0.1, 0.1, -0.2]],
  "nbo_charge": [-0.474, -0.271, 0.119, -0.497, 0.120, -0.271, 0.213, 0.222, 0.222, 0.198, -0.002, 0.198, -0.001, 0.222]
}